--- w ---
8
Properties=species:S:1:pos:R:3:lowdin_charge:R:1 method="wB97M-V/def2-TZVPD" charge=0 homo_ev="-7.9 / -8.5"
C -0.44 0.19 -0.75 -0.774
C 0.92 0.27 -0.31 -0.182
S -1.43 0.33 -1.93 0.813
S -1.80 -0.27 1.65 0.219
H 0.99 0.42 0.77 0.065
H 1.43 -0.67 -0.56 0.102
H 1.43 1.09 -0.83 0.093
H -1.11 -1.36 1.96 -0.335


--- x ---
8
Properties=species:S:1:pos:R:3:lowdin_charge:R:1 method="wB97M-V/def2-TZVPD" charge=0 homo_ev=-8.6
C 1.66 0.04 1.50 -1.037
C -1.26 -0.10 -1.39 -0.133
S 0.18 0.53 0.28 0.544
S 1.53 0.87 2.81 0.645
H 2.23 -0.92 1.40 0.022
H -0.88 -0.88 -2.04 0.010
H -1.24 0.85 -1.67 -0.085
H -2.22 -0.40 -0.88 0.035


--- y ---
8
Properties=species:S:1:pos:R:3:lowdin_charge:R:1 method="wB97M-V/def2-TZVPD" charge=0 homo_ev=-9.1 smiles="S=CCS"
S 1.02 -1.67 1.77 0.661
C 0.72 -0.42 0.77 -0.808
C -0.52 -0.24 0.00 -0.581
S -0.45 0.86 -1.70 0.504
H 1.34 0.45 0.53 0.044
H -0.52 -1.20 -0.76 0.091
H -1.50 -0.10 0.87 0.177
H -0.09 2.32 -1.48 -0.089


Stability verdict: w, ahead by 0.0085 hartree


--- w ---
8
Properties=species:S:1:pos:R:3:lowdin_charge:R:1 method="wB97M-V/def2-TZVPD" charge=0 homo_ev=-8.6 smiles="CC(=S)S"
C 1.03 -0.37 0.00 -0.214
C -0.45 -0.03 0.05 -1.291
S -1.63 -1.16 0.06 0.600
S -0.87 1.66 -0.01 0.730
H 1.28 -1.36 -0.59 0.112
H 1.51 0.57 -0.42 0.071
H 1.36 -0.81 0.99 0.093
H -2.23 1.51 -0.07 -0.102


--- x ---
8
Properties=species:S:1:pos:R:3:lowdin_charge:R:1 method="wB97M-V/def2-TZVPD" charge=0 homo_ev=-8.6
C -0.51 0.58 0.04 -0.357
C -0.12 -0.77 0.09 -1.325
H 0.05 1.19 -0.71 0.051
H -0.49 1.38 1.09 0.176
H -1.52 0.81 -0.68 0.120
H 2.40 -0.25 0.13 -0.156
S 1.60 -1.29 0.01 0.747
S -1.41 -1.65 0.03 0.744


Stability verdict: w, ahead by 0.0663 hartree


--- w ---
13
Properties=species:S:1:pos:R:3:lowdin_charge:R:1 method="wB97M-V/def2-TZVPD" charge=0 homo_ev="-8.6 / -8.5" smiles="[SiH3]C([SiH3])=P#[PH2]"
Si -1.97 1.38 0.09 0.456
C -0.57 0.10 0.28 -0.879
Si -0.40 -1.55 -0.65 0.472
P 1.06 1.02 1.04 0.493
P 2.89 -0.35 0.69 0.408
H -1.56 2.34 -0.82 -0.126
H -2.41 2.17 1.34 -0.062
H -2.93 0.52 -0.70 -0.066
H -0.81 -1.29 -1.97 -0.096
H -1.54 -2.21 0.05 -0.068
H 0.78 -2.32 -0.41 -0.119
H 3.95 -0.03 1.45 -0.226
H 3.52 0.24 -0.41 -0.187


--- x ---
13
Properties=species:S:1:pos:R:3:lowdin_charge:R:1 method="wB97M-V/def2-TZVPD" charge=0 homo_ev=-8.7 smiles=[SiH3]C#P.[SiH3]P
Si 1.55 1.46 0.45 0.441
C 2.20 -0.22 -0.07 -0.905
P 3.20 -1.43 -0.05 0.712
H 2.71 2.27 0.72 -0.095
H 0.30 1.28 1.25 -0.176
H 0.85 2.12 -0.72 -0.079
Si -0.96 -1.39 -0.58 0.305
P -1.74 -0.16 1.12 0.454
H 0.03 -2.00 0.33 -0.128
H -0.36 -0.47 -1.51 -0.129
H -2.19 -2.10 -1.29 -0.084
H -3.13 -0.09 0.88 -0.185
H -2.03 -1.01 2.29 -0.132


Stability verdict: x, ahead by 0.0123 hartree


--- w ---
16
Properties=species:S:1:pos:R:3:lowdin_charge:R:1 method="wB97M-V/def2-TZVPD" charge=+1 homo_ev=-14.5
B 2.80 -0.22 -0.34 -0.511
C -2.18 -1.22 0.14 -0.072
C -1.50 0.13 -0.03 -0.091
C -0.19 0.36 0.08 -0.119
N 0.26 1.72 0.18 0.179
O 2.73 1.00 -0.44 0.131
O 2.74 -1.50 -0.27 0.266
H -2.08 -1.77 -0.78 0.077
H -3.31 -1.11 0.28 0.108
H -2.27 0.92 -0.15 0.131
H 0.46 -0.47 -0.05 0.101
H 1.30 1.85 0.33 0.152
H 0.03 2.25 -0.73 0.225
H -0.24 2.09 0.94 0.143
H -1.93 -1.75 1.04 0.077
H 3.39 -2.27 -0.19 0.203


--- x ---
16
Properties=species:S:1:pos:R:3:lowdin_charge:R:1 method="wB97M-V/def2-TZVPD" charge=+1 homo_ev="-13.3 / -13.0"
B 1.31 0.36 -0.50 -0.711
C -1.35 1.68 0.68 0.101
C -1.22 0.36 0.53 -0.166
C -0.11 -0.27 -0.13 -0.150
N -0.02 -1.73 0.04 0.196
O 2.23 -0.62 -0.72 0.168
O 1.47 1.67 -0.55 0.227
H -2.21 2.11 1.18 0.084
H -0.61 2.36 0.30 0.073
H -2.00 -0.29 0.90 0.116
H -0.61 -0.19 -2.03 0.267
H -0.85 -2.24 -0.29 0.178
H 0.83 -2.02 -0.48 0.156
H 0.13 -1.96 1.04 0.191
H 3.12 -0.38 -0.97 0.132
H 2.32 2.06 -0.80 0.137


Stability verdict: w, ahead by 0.0596 hartree


--- w ---
15
Properties=species:S:1:pos:R:3:lowdin_charge:R:1 method="wB97M-V/def2-TZVPD" charge=+1 homo_ev=-14.8
C 0.82 1.16 -2.40 -0.264
C -1.60 -0.21 2.04 0.192
C 0.49 -1.10 1.30 0.025
N 0.78 2.25 -2.83 0.279
N -0.75 -0.40 1.11 -0.262
N 0.91 0.14 -1.71 0.141
O -0.99 0.05 -0.10 0.004
H -2.51 0.32 1.83 0.129
H -1.42 -0.60 3.03 0.121
H 0.55 -1.94 0.60 0.120
H 1.33 -0.42 1.10 0.115
H 0.57 -1.47 2.32 0.110
H 0.36 2.80 -3.55 0.113
H -0.10 0.02 -0.81 0.050
H 1.55 -0.60 -1.92 0.127


--- x ---
15
Properties=species:S:1:pos:R:3:lowdin_charge:R:1 method="wB97M-V/def2-TZVPD" charge=+1 homo_ev=-13.8 smiles="CN1C=[NH+]O[C@H]1N"
C -0.52 -1.45 -0.99 0.007
N -0.06 -0.49 -0.02 -0.082
C 0.68 -0.76 1.05 -0.025
N 0.81 0.24 1.86 0.038
O 0.13 1.35 1.47 -0.031
C -0.51 0.88 -0.07 -0.202
N -0.02 1.61 -1.09 0.172
H 0.10 -2.34 -0.96 0.106
H -1.56 -1.73 -0.77 0.111
H -0.48 -1.02 -1.99 0.104
H 1.13 -1.72 1.22 0.175
H 1.32 0.31 2.73 0.191
H -1.58 1.02 0.09 0.173
H -0.41 2.53 -1.23 0.129
H 0.97 1.56 -1.30 0.134


Stability verdict: x, ahead by 0.0303 hartree


--- w ---
20
Properties=species:S:1:pos:R:3:lowdin_charge:R:1 method="wB97M-V/def2-TZVPD" charge=0 homo_ev=-6.8
C 1.15 0.74 0.46 -0.427
N 2.31 0.44 -0.34 -0.003
N 0.48 1.93 0.03 0.011
H 2.75 -0.43 -0.08 0.070
H 0.90 2.77 0.41 0.064
H 3.01 1.18 -0.31 0.066
H 0.47 2.00 -0.98 0.071
H 1.30 0.76 1.54 0.106
H 0.53 -0.49 -0.26 0.147
C -1.26 -1.14 -1.58 -0.171
C -1.48 -0.27 1.21 -0.073
C -0.31 -1.01 0.63 -0.309
N -0.28 -1.62 -0.61 -0.121
H 0.31 -1.53 1.36 0.123
H -1.11 -1.68 -2.51 0.066
H -2.30 -1.32 -1.26 0.070
H -1.17 -0.06 -1.80 0.069
H -2.27 -0.99 1.43 0.092
H -1.19 0.23 2.14 0.078
H -1.86 0.49 0.53 0.070


--- x ---
20
Properties=species:S:1:pos:R:3:lowdin_charge:R:1 method="wB97M-V/def2-TZVPD" charge=0 homo_ev=-8.9 smiles=NCCNCCN
N 2.91 -0.23 -1.14 -0.015
C 2.39 -0.85 0.07 -0.293
C 0.86 -1.10 -0.09 -0.224
N -0.01 0.11 -0.05 -0.081
C -1.14 -0.12 0.83 -0.279
C -2.15 1.07 0.79 -0.278
N -2.98 1.02 -0.42 -0.021
H 3.73 0.34 -0.97 0.066
H 2.26 0.41 -1.56 0.056
H 2.60 -0.35 1.02 0.102
H 2.89 -1.81 0.18 0.100
H 0.73 -1.59 -1.09 0.116
H 0.52 -1.84 0.65 0.100
H 0.58 0.87 0.24 0.092
H -0.86 -0.32 1.91 0.114
H -1.75 -1.09 0.58 0.139
H -1.59 1.98 0.90 0.095
H -2.83 0.98 1.65 0.097
H -2.53 1.54 -1.17 0.059
H -3.04 0.07 -0.78 0.056


Stability verdict: x, ahead by 0.1375 hartree